[1]
Formula: C5H8O
Source: OMol25
Level of theory: ωB97M-V/def2-TZVPD

Each line ends with the Löwdin charge.
Element x y z (Å)
O 2.7949 0.1541 1.0565  0.04
C 1.6191 -0.1184 1.1290  -0.30
C -1.4884 -0.9318 -0.5007  -0.10
C 0.4468 0.6801 -0.6051  -0.14
C 0.5148 0.8450 0.8816  -0.16
C -0.6143 0.1062 -1.1455  -0.16
H 0.7318 1.9029 1.0541  0.13
H -2.4127 -0.5470 -0.0599  0.08
H -0.4485 0.5764 1.3341  0.11
H -0.9597 -1.5169 0.2623  0.07
H -1.7636 -1.6260 -1.2981  0.08
H -0.8759 0.4432 -2.1339  0.10
H 1.2452 -1.1633 1.2106  0.13
H 1.2105 1.1954 -1.1852  0.12

Output
HOMO-LUMO gap, eV: 10.029
SMILES string: C/C=C\CC=O
Charge: 0

---

[2]
Formula: C18H15AsGeS4TcTe
Source: OMol25
Level of theory: ωB97M-V/def2-TZVPD

Each line ends with the Löwdin charge.
Element x y z (Å)
Te -0.6736 2.6295 -0.0132  1.07
Tc 0.1528 0.2807 0.7292  -0.03
As 3.0534 -0.4709 0.8503  -0.02
Ge -2.5862 -0.0513 0.2914  0.94
S 1.4134 -1.3528 -0.2954  0.14
S -0.4698 -0.3186 2.5414  0.37
S 4.5467 -1.4929 1.6391  0.29
S 2.2005 1.4892 1.0558  0.07
C -3.9060 4.5469 0.4097  -0.02
C -4.2109 -2.2102 3.5164  -0.05
C -3.8534 -0.8472 -2.0858  -0.10
C -2.9285 2.6192 -0.6877  -0.47
C -3.2287 1.8069 0.4609  -0.40
C -2.9269 -1.1105 -4.2880  -0.04
C -1.5045 -0.4539 -2.4669  -0.14
C -4.2661 -3.4978 2.9889  -0.03
C -3.3013 -1.4094 1.4350  -0.38
C -3.3535 -2.7031 0.9137  -0.10
C -3.8405 -3.7440 1.6922  -0.04
C -3.2904 4.0031 -0.6837  -0.09
C -1.6711 -0.7650 -3.8082  -0.05
C -4.2049 3.7339 1.5163  0.02
C -4.0174 -1.1487 -3.4298  -0.04
C -3.7265 -1.1695 2.7458  -0.14
C -3.8611 2.3923 1.5512  -0.07
C -2.5924 -0.4910 -1.5990  -0.35
H -4.7146 -0.9001 -1.4269  0.11
H -4.9949 -1.4214 -3.8035  0.12
H -2.7913 2.1298 -1.6492  0.10
H -4.1049 1.8073 2.4267  0.10
H -4.7167 4.1704 2.3649  0.14
H -0.8230 -0.7382 -4.4791  0.12
H -4.5513 -2.0244 4.5260  0.12
H -4.6429 -4.3095 3.5964  0.12
H -0.5194 -0.1708 -2.1138  0.03
H -3.0240 -2.9041 -0.0992  0.11
H -3.6837 -0.1757 3.1760  0.09
H -3.0852 4.6019 -1.5621  0.14
H -4.1884 5.5905 0.4169  0.13
H -3.8843 -4.7449 1.2854  0.12
H -3.0564 -1.3539 -5.3338  0.12

Output
HOMO-LUMO gap (spin up / spin down), eV: 6.308 / 5.774
2S+1: 2
⟨S²⟩: 0.774
Charge: +2

---

[3]
Formula: C2HO5
Source: OMol25
Level of theory: ωB97M-V/def2-TZVPD

Each line ends with the Löwdin charge.
Element x y z (Å)
O 1.8252 0.8192 0.3925  -0.21
O -0.4651 2.2595 0.7925  0.05
O 1.6425 0.2441 1.6617  -0.06
O -0.7832 0.5023 -0.4191  0.06
O -0.4037 -0.0645 2.7106  0.10
C -0.1170 1.1118 0.6086  -0.58
C 0.3121 0.3030 1.8263  -0.46
H -0.3845 -0.3159 -0.7758  0.11

Output
HOMO-LUMO gap, eV: 8.258
SMILES string: O=C(O)C(=O)O[O-]
Charge: -1

---

What are the relative energy (zero: lowest compared OMol25 entry of this formula, charge and spin) values for these records? In order: 163.12, 0.00, 86.66 kJ/mol.